15
Properties=species:S:1:pos:R:3:forces:R:3:mulliken_charge:R:1 method="wB97M-V/def2-TZVPD" lumo_ev=-9.2 smiles="[NH2+]=C1N[C@@H]([NH3+])OC1=O" relative_energy_kcal_mol=11.8 largest_force_ev_per_a=5.1 charge=+2
N 1.65030 -1.87256 0.07095 0.9 -5.0 -1.0 -0.318
C 0.84702 -0.89503 -0.02847 2.2 3.6 0.1 0.321
N -0.45694 -0.66639 -0.25531 0.2 -3.7 -1.0 -0.171
C -0.78368 0.74808 -0.47018 3.4 -1.4 -1.3 -0.107
N -1.86376 1.12175 0.43125 -2.7 1.8 0.2 -0.311
O 0.48585 1.37625 -0.14845 -1.7 0.7 0.4 -0.366
C 1.58665 0.53878 0.11813 -1.9 0.3 0.3 0.637
O 2.64320 0.95632 0.42356 -1.3 -1.5 -0.6 -0.304
H 2.70426 -1.84387 0.03231 -1.3 1.2 0.5 0.339
H 1.45079 -2.92701 -0.09764 -0.5 2.2 0.5 0.332
H -0.95505 -1.55369 -0.63183 0.2 2.4 0.6 0.335
H -0.99076 1.11216 -1.47745 -0.3 -0.7 -0.1 0.380
H -2.41430 1.97644 0.03532 0.9 -1.6 0.7 0.436
H -1.30266 1.50472 1.15921 0.1 0.7 2.0 0.369
H -2.60093 0.42404 0.83861 1.8 1.0 -1.1 0.426



15
Properties=species:S:1:pos:R:3:forces:R:3:mulliken_charge:R:1 method="wB97M-V/def2-TZVPD" lumo_ev=-0.1 relative_energy_kcal_mol=66.3 largest_force_ev_per_a=5.9
H -1.93520 -1.14819 -2.63745 0.0 -0.4 1.9 0.277
N -1.94971 -1.21585 -1.56384 -0.1 1.6 -3.3 -0.706
C -0.98906 -0.49461 -1.11578 -0.7 -3.9 -0.2 0.605
C 0.31830 -0.20408 -1.75394 2.2 2.7 -2.7 -0.474
O 0.74671 1.18272 -1.54220 -0.4 -0.2 0.5 -0.518
N -0.95670 -0.63126 0.26079 -1.1 1.3 4.9 -0.167
C -0.13620 0.09397 1.12702 2.2 0.3 1.9 0.141
N -0.57836 0.72593 2.32223 -3.3 -2.1 -4.4 -0.407
S 1.62722 0.15960 1.05377 -2.2 -0.3 0.0 -0.410
H 1.08468 -0.89799 -1.27335 -1.0 0.6 -0.9 0.286
H 0.36503 -0.18867 -3.01673 -0.6 -0.8 3.7 0.254
H 0.92079 1.41313 -0.58042 -0.1 -0.9 -1.5 0.335
H -1.81856 -1.10700 0.76811 2.1 1.6 -2.0 0.329
H 0.17753 0.72329 2.90718 1.7 0.4 2.3 0.223
H -1.56824 0.66668 2.63195 1.3 0.0 -0.2 0.233



15
Properties=species:S:1:pos:R:3:forces:R:3:mulliken_charge:R:1 method="wB97M-V/def2-TZVPD" lumo_ev=0.6 smiles="C=CN/C(=N/O)NS" relative_energy_kcal_mol=130.8 largest_force_ev_per_a=6.4
C -3.06970 -0.61222 -0.01246 5.2 -0.2 -0.4 -0.824
C -1.65100 -0.66149 -0.14621 -1.4 3.0 0.8 -0.001
N -0.80253 0.51137 0.24765 -0.9 -1.8 -1.3 -0.305
C 0.64137 0.49856 0.02267 -1.8 4.9 -1.0 0.505
N 1.06951 1.74739 -0.25589 -3.1 -5.5 1.2 -0.562
O 2.39643 1.77113 0.08035 1.8 4.0 -2.5 -0.384
N 1.35632 -0.59474 0.42723 -2.1 -1.8 1.9 -0.357
S 2.61723 -1.60029 -0.11532 -0.6 -0.7 -1.6 -0.154
H -3.43073 -1.37255 -0.63582 -1.4 -1.1 -0.2 0.240
H -3.70646 0.11201 0.51529 0.8 -0.3 -0.5 0.307
H -0.99520 -1.43540 -0.63267 -1.5 0.4 0.4 0.265
H -1.29595 1.39594 -0.06689 1.5 -1.4 0.8 0.318
H 2.42034 2.64211 -0.47646 2.0 -2.0 1.9 0.436
H 0.64144 -1.27070 0.82777 1.5 1.2 -0.2 0.381
H 3.80896 -1.13114 0.22075 0.0 1.1 0.7 0.135



15
Properties=species:S:1:pos:R:3:forces:R:3:mulliken_charge:R:1 method="wB97M-V/def2-TZVPD" lumo_ev=0.6 smiles="N[C@H]1CON=C1NS" relative_energy_kcal_mol=132.5 largest_force_ev_per_a=5.4
N 1.55513 1.94941 0.16879 0.2 3.0 4.5 -0.622
C 1.45387 0.67947 -0.38337 0.1 -4.5 1.2 0.285
C 2.10496 -0.60876 0.41260 1.4 1.2 2.9 -0.531
O 1.33558 -1.71025 0.08151 1.5 -2.5 -1.2 -0.211
N 0.04100 -1.40574 -0.33202 0.7 1.1 0.8 -0.413
C 0.03027 -0.14238 -0.40488 -0.4 2.4 -0.1 0.286
N -1.16760 0.54927 -0.48441 -1.4 2.7 0.6 -0.412
S -2.60296 0.06523 0.33123 -0.3 -1.0 0.5 -0.170
H 2.24601 2.41442 -0.36776 0.4 0.9 -0.1 0.259
H 1.78234 2.27994 1.29555 -1.1 -2.3 -4.2 0.267
H 1.90754 0.86890 -1.38729 -0.9 -1.2 0.3 0.328
H 3.32263 -0.87640 0.36418 -3.5 0.8 -0.3 0.250
H 1.84031 -0.50280 1.65595 0.9 0.6 -3.1 0.193
H -1.22234 1.52578 -0.07414 1.7 -1.3 -1.5 0.361
H -3.44804 -0.29210 -0.65089 0.4 0.0 -0.3 0.129



15
Properties=species:S:1:pos:R:3:forces:R:3:mulliken_charge:R:1 method="wB97M-V/def2-TZVPD" lumo_ev=0.5 relative_energy_kcal_mol=98.3 largest_force_ev_per_a=2.4
C -0.37980 -2.34577 -0.12507 -0.4 -0.2 -0.6 -0.730
N -0.36575 -0.93558 -0.48145 1.1 -0.6 1.3 0.173
C -0.77666 -0.34402 -1.58150 -1.3 -1.1 -1.7 -0.073
S -0.68870 1.20261 -2.05797 0.3 0.3 0.1 -0.299
O 0.56446 -0.29545 0.30325 -0.5 0.9 0.9 -0.366
C -0.12904 0.46831 1.28251 -0.7 -0.3 -1.7 0.159
N 0.48448 0.97375 2.23518 0.8 -0.7 1.4 -0.317
N 1.81834 0.61497 2.39443 1.1 -0.3 0.8 -0.422
H 0.54482 -2.81403 -0.52507 -0.6 0.0 0.3 0.295
H -1.28318 -2.73456 -0.66710 0.9 -0.2 1.0 0.287
H -0.37279 -2.43978 1.00868 -0.4 0.0 -1.6 0.250
H -1.30752 -1.10893 -2.21888 0.4 0.8 0.6 0.185
H -1.21571 0.56622 1.05310 1.1 0.3 0.4 0.375
H 2.15337 0.69719 3.38897 -1.0 0.0 -1.7 0.249
H 2.13799 -0.28745 1.96903 -0.8 1.2 0.4 0.234



15
Properties=species:S:1:pos:R:3:forces:R:3:mulliken_charge:R:1 method="wB97M-V/def2-TZVPD" lumo_ev=0.3 smiles="C=NS/C(CO)=N/N" relative_energy_kcal_mol=125.4 largest_force_ev_per_a=5.8
C 3.30343 0.05877 -0.45687 -3.8 3.0 -1.0 -0.308
N 1.93980 0.17740 -0.50907 5.4 -1.7 1.2 -0.226
S 1.36420 -1.17055 0.44133 -1.5 -0.6 -0.9 -0.059
C -0.37591 -0.79191 0.31706 -3.1 1.7 -0.5 0.451
C -0.76178 0.53273 0.98244 -0.3 -0.2 1.2 -0.518
O -0.95397 1.60887 -0.03211 -2.1 -1.0 2.9 -0.487
N -1.42272 -1.32338 -0.33046 5.3 -0.5 0.1 -0.402
N -2.60816 -0.80065 -0.47389 -2.8 -0.3 -1.4 -0.359
H 3.88430 -0.70428 0.04674 -0.3 -0.3 0.1 0.256
H 3.88398 0.94452 -0.85099 -0.8 -1.2 0.1 0.229
H -0.07874 0.93562 1.89531 -1.5 -1.1 -2.3 0.272
H -1.78838 0.03363 1.43056 1.8 2.7 -0.7 0.294
H -0.28422 1.62041 -0.68311 1.5 -0.6 -0.8 0.349
H -2.99735 0.14615 -0.52921 1.8 0.4 1.0 0.247
H -3.10447 -1.26734 -1.24774 0.5 -0.3 1.0 0.259



14
Properties=species:S:1:pos:R:3:forces:R:3:mulliken_charge:R:1 method="wB97M-V/def2-TZVPD" lumo_ev=0.4 relative_energy_kcal_mol=83.5 largest_force_ev_per_a=5.4
H 0.20337 -2.00967 0.80094 -0.4 1.5 1.1 0.293
N -0.17539 -1.02764 1.00063 1.5 -1.4 -1.5 -0.635
C 0.56617 -0.23344 0.30073 -1.3 1.2 -3.0 0.466
C 1.85251 -0.52529 -0.54693 1.6 0.0 0.5 -1.041
N -0.03444 1.04464 -0.14766 5.2 0.3 1.2 -0.304
C -1.29914 1.40226 0.19295 -4.7 -0.8 0.2 0.074
N -2.48707 0.83590 0.12689 1.4 0.0 -0.2 -0.443
S -2.95241 -0.82920 -0.32469 3.3 1.2 1.7 -0.270
H 2.75432 0.00965 -0.00385 -1.7 -0.9 -1.3 0.267
H 2.20200 -1.60241 -0.70201 -0.9 1.2 1.0 0.347
H 1.75271 -0.19281 -1.62375 -0.1 0.2 1.5 0.300
H 0.71853 1.93305 -0.15800 -2.8 -3.3 0.0 0.328
H -1.47324 2.39583 0.56502 0.6 0.7 0.0 0.351
H -1.62792 -1.20087 0.51973 -1.7 0.1 -1.2 0.269



14
Properties=species:S:1:pos:R:3:forces:R:3:mulliken_charge:R:1 method="wB97M-V/def2-TZVPD" lumo_ev=0.4 smiles="C=NN/C=N/SC" relative_energy_kcal_mol=134.2 largest_force_ev_per_a=5.3
C -3.27479 -0.73703 0.13561 -3.7 -1.0 3.7 -0.177
N -2.84608 0.37351 -0.32899 1.6 -1.0 1.8 -0.489
N -1.44857 0.51261 -0.18541 3.8 0.1 -1.5 -0.029
C -0.36977 -0.50807 -0.43827 -1.5 0.7 1.2 0.215
N 0.81879 -0.00281 -0.52443 -0.9 -2.2 0.6 -0.438
S 2.31793 -1.01793 -0.16793 -0.9 4.3 0.1 -0.043
C 3.23472 0.72460 0.18546 2.5 -0.6 -1.2 -0.699
H -4.39373 -0.74171 0.76809 2.4 0.3 -3.1 0.192
H -2.83449 -1.69167 0.62174 0.6 1.9 -1.3 0.206
H -0.94445 1.48754 -0.24560 -2.2 -2.3 -0.3 0.308
H -0.78255 -1.61064 -0.34674 1.3 2.2 -0.3 0.164
H 3.01321 1.37156 1.10210 -0.1 -1.7 -1.0 0.262
H 3.10181 1.39652 -0.73149 -0.2 -1.3 1.2 0.252
H 4.40795 0.44352 0.15586 -2.7 0.6 0.4 0.276



14
Properties=species:S:1:pos:R:3:forces:R:3:mulliken_charge:R:1 method="wB97M-V/def2-TZVPD" lumo_ev=0.7 relative_energy_kcal_mol=35.3 largest_force_ev_per_a=1.6
C 1.63109 -0.63929 1.26700 -1.5 0.7 0.0 -0.830
N 0.62196 -1.64304 1.02108 0.1 -1.1 -0.1 -0.169
C -0.67189 -1.40717 0.68513 0.2 0.0 0.0 0.113
N -1.32672 -0.31750 0.54737 0.5 0.2 -0.1 -0.591
C -0.79547 0.97099 0.58938 -0.3 0.1 0.9 -0.101
N -0.23238 1.61869 -0.34800 0.0 -0.2 -0.1 -0.331
S 0.03974 0.72558 -1.78269 0.2 0.4 -0.2 -0.175
H 2.52693 -1.10383 1.53937 1.4 -0.8 0.3 0.363
H 1.78122 -0.02277 0.39488 0.1 0.3 -0.3 0.243
H 1.31904 -0.01376 2.09669 0.0 0.3 0.1 0.318
H 0.92661 -2.62424 1.07795 -0.5 1.0 -0.2 0.247
H -1.22226 -2.32214 0.50911 -0.1 -0.2 0.1 0.340
H -0.99655 1.54062 1.51751 0.1 -0.3 -0.5 0.408
H 0.60685 1.78275 -2.40477 -0.1 -0.3 0.1 0.166